Record 1
ORCA calculation (ωB97M-V/def2-TZVPD) on a molecular structure, C10H19BiNSi in a non-equilibrium geometry.

Summary:
Relative energy (zero: lowest compared OMol25 entry of this formula, charge and spin) (kJ/mol): 580.4
Multiplicity: 1
Frontier orbital gap (alpha / beta) (eV): 4.726 / 5.026
Charge: -1
Highest occupied orbital energy (alpha / beta) (eV): -1.33 / -1.58

```
32
C10H19BiNSi | the OMol25 dataset | ωB97M-V/def2-TZVPD
C -0.497 0.582 -2.652
C 0.912 0.680 -2.295
C 1.015 1.741 -1.306
C -0.253 2.318 -1.164
C -1.197 1.623 -1.954
Bi 0.135 -1.104 -0.802
N -2.595 0.250 0.309
C 0.603 -2.794 -2.051
C 1.970 -2.331 -1.815
H 1.916 2.012 -0.763
H 1.726 0.279 -2.885
H -0.480 3.211 -0.579
H -2.237 1.877 -2.089
H -0.913 -0.069 -3.418
H 2.598 -2.022 -2.632
H 0.216 -3.607 -1.420
H -3.248 0.597 -0.415
H 2.530 -2.821 -0.992
H 0.063 -2.672 -2.978
C 1.481 0.942 2.545
Si 0.033 -0.001 1.803
C -0.320 -1.555 2.865
C -1.514 1.098 1.809
H 2.414 0.386 2.446
H 1.356 1.140 3.611
H 1.632 1.909 2.065
H -0.807 -1.267 3.810
H -0.990 -2.229 2.309
H 0.619 -2.085 3.094
H -1.917 1.014 2.832
H -1.351 2.141 1.527
H -2.902 0.757 1.183
```

Mulliken atomic charge list, values in e, 6 entries: -0.70, -0.47, -0.93, -0.32, -0.63, 0.95

---

Record 2
ORCA calculation (ωB97M-V/def2-TZVPD) on C5H4N2 in the gas phase.

Summary:
Relative energy (zero: lowest compared OMol25 entry of this formula, charge and spin) (kJ/mol): 450.5
Multiplicity: 1
Frontier orbital gap (alpha / beta) (eV): 8.471 / 8.471
Charge: 0
Highest occupied orbital energy (alpha / beta) (eV): -8.90 / -8.90

```
11
C5H4N2 | the OMol25 dataset | ωB97M-V/def2-TZVPD
C 0.703 3.003 1.251
C 0.510 1.821 0.865
C 0.195 0.588 0.383
C 1.006 -0.591 0.112
C 0.211 -1.487 -0.501
N -1.098 -0.982 -0.659
N -1.046 0.238 0.003
H -1.285 -0.724 -1.635
H 2.050 -0.682 0.372
H 0.424 -2.511 -0.789
H -1.894 0.762 0.149
```

Mulliken atomic charge list, values in e, 6 entries: -0.58, -0.14, 0.61, -0.47, -0.39, -0.41

---

Record 3
ORCA calculation (ωB97M-V/def2-TZVPD) on a molecular structure, C27H19Cl2N5O5RhS in a non-equilibrium geometry.

Summary:
Multiplicity: 1
Frontier orbital gap (alpha / beta) (eV): 5.016 / 5.017
Charge: -1
Highest occupied orbital energy (alpha / beta) (eV): -5.45 / -5.45

```
60
C27H19Cl2N5O5RhS | the OMol25 dataset | ωB97M-V/def2-TZVPD
Rh -0.149 -0.127 -0.372
N -1.696 0.917 -2.983
C -1.192 0.546 -2.013
C 1.450 -1.264 -0.830
C 2.511 -1.663 -1.300
C 3.689 -2.200 -1.860
C 3.655 -2.746 -3.149
C 4.800 -3.278 -3.707
C 5.992 -3.276 -2.999
C 6.033 -2.743 -1.719
C 4.895 -2.205 -1.149
H 2.721 -2.739 -3.692
H 4.771 -3.700 -4.702
H 6.886 -3.691 -3.442
H 6.965 -2.756 -1.171
H 4.917 -1.787 -0.152
Cl -0.646 0.146 5.219
C -1.231 1.259 3.965
Cl -0.156 2.640 3.848
C -1.364 0.461 2.620
O -2.338 -0.284 2.582
O -0.492 0.666 1.760
H -2.214 1.621 4.275
N 4.544 8.955 3.676
C 4.014 8.093 3.133
C 3.411 7.041 2.419
C 2.920 5.901 3.064
C 2.420 4.849 2.330
C 2.392 4.911 0.933
C 2.820 6.081 0.297
C 3.329 7.130 1.025
N 1.973 3.820 0.171
C 2.134 3.666 -1.188
C 1.643 2.441 -1.506
N 1.186 1.837 -0.372
C 1.397 2.671 0.612
H 2.940 5.847 4.142
H 2.058 3.976 2.846
H 2.752 6.179 -0.774
H 3.663 8.030 0.529
H 2.595 4.400 -1.812
H 1.584 1.955 -2.460
H 1.151 2.469 1.634
N -2.097 -1.574 0.129
C -2.183 -2.979 0.235
C -3.339 -3.645 -0.173
C -3.480 -4.999 0.078
C -2.452 -5.669 0.694
C -1.269 -5.058 1.037
C -1.130 -3.699 0.799
S -2.814 -7.398 1.186
O -3.647 -7.163 2.357
O -3.512 -7.936 0.032
O -1.517 -7.986 1.459
H -2.875 -1.208 -0.420
H -2.163 -1.164 1.084
H -4.139 -3.099 -0.657
H -4.374 -5.543 -0.179
H -0.481 -5.644 1.482
H -0.212 -3.177 1.044
```

Mulliken atomic charge list, values in e, 6 entries: 0.55, -0.59, 0.18, -0.61, 0.52, 0.21